{"formula": "C19H24NO5", "method": "wB97M-V/def2-TZVPD", "e_tot_ha": -1169.25013, "relative_energy_kcal_mol": 28.4, "total_charge": -1, "homo_energy_ev": -3.1757, "symbols": ["C", "C", "O", "C", "C", "C", "O", "C", "C", "C", "C", "C", "O", "H", "H", "H", "H", "H", "H", "H", "H", "H", "H", "H", "H", "H", "H", "H", "C", "C", "C", "C", "C", "C", "C", "N", "O", "O", "C", "C", "H", "H", "H", "H", "H", "H", "H", "H", "H"], "positions_angstrom": [[4.317, -1.631, 2.383], [3.467, -0.399, 2.194], [2.093, -0.776, 2.032], [1.195, 0.262, 1.919], [-0.176, -0.265, 1.974], [-1.254, 0.691, 1.861], [-1.251, 1.687, 1.138], [-2.508, 0.361, 2.734], [-3.411, -0.704, 2.137], [-2.690, -2.008, 1.785], [-1.604, -2.344, 2.803], [-0.298, -1.523, 2.750], [1.560, 1.426, 1.850], [5.363, -1.331, 2.277], [4.187, -2.055, 3.384], [4.101, -2.402, 1.636], [3.573, 0.279, 3.054], [3.799, 0.109, 1.278], [-2.162, 0.039, 3.726], [-3.080, 1.283, 2.870], [-4.194, -0.924, 2.877], [-3.928, -0.314, 1.251], [-3.428, -2.823, 1.776], [-2.273, -1.954, 0.772], [-2.034, -2.247, 3.810], [-1.335, -3.403, 2.702], [0.515, -2.173, 2.399], [-0.062, -1.317, 3.810], [-2.397, 0.745, -5.776], [-1.337, 0.864, -4.729], [-0.413, -0.174, -4.526], [0.448, -0.151, -3.437], [0.428, 0.934, -2.512], [1.228, 0.907, -1.313], [1.728, 2.062, -0.752], [3.048, 2.140, -0.361], [3.607, 3.218, -0.076], [3.673, 1.035, -0.349], [-0.390, 2.049, -2.837], [-1.263, 2.002, -3.917], [-3.028, 1.639, -5.787], [-1.936, 0.628, -6.762], [-3.045, -0.127, -5.614], [-0.424, -1.024, -5.215], [1.159, -0.966, -3.269], [1.563, -0.066, -0.955], [1.145, 2.973, -0.708], [-0.344, 2.921, -2.185], [-1.933, 2.845, -4.103]]}

{"formula": "C13H25NO5Rb", "method": "wB97M-V/def2-TZVPD", "e_tot_ha": -965.26851, "relative_energy_kcal_mol": 109.7, "total_charge": -1, "homo_energy_ev": -2.2978, "symbols": ["Rb", "O", "C", "O", "O", "H", "C", "C", "C", "C", "C", "C", "N", "O", "C", "C", "C", "H", "H", "H", "H", "H", "H", "H", "H", "H", "H", "H", "H", "H", "H", "H", "H", "H", "H", "C", "C", "O", "C", "H", "H", "H", "H", "H", "H"], "positions_angstrom": [[3.232, -2.082, 0.979], [6.395, 0.064, 6.548], [5.389, 0.492, 5.838], [5.115, 1.704, 5.940], [4.660, -0.342, 5.272], [6.351, 0.972, 6.856], [-3.554, -0.123, 1.713], [-2.478, -1.111, 1.166], [-3.220, -2.384, 0.625], [-3.849, -2.335, -0.656], [-2.865, -1.880, -1.755], [-2.130, -0.538, -1.374], [-1.615, -0.594, 0.081], [-0.745, 0.516, 0.426], [-2.998, 0.732, -1.608], [-0.964, -0.535, -2.383], [-1.769, -1.663, 2.411], [-3.225, 0.671, 2.383], [-4.247, -0.768, 2.254], [-4.051, 0.418, 0.907], [-4.007, -2.754, 1.281], [-2.506, -3.207, 0.582], [-4.669, -1.621, -0.585], [-4.277, -3.304, -0.914], [-3.373, -1.678, -2.698], [-2.170, -2.713, -1.855], [-3.093, 0.862, -2.686], [-2.474, 1.596, -1.200], [-3.987, 0.554, -1.184], [-0.271, 0.275, -2.154], [-1.308, -0.436, -3.413], [-0.446, -1.494, -2.356], [-1.092, -0.938, 2.863], [-0.992, -2.363, 2.105], [-2.491, -1.962, 3.171], [4.000, 3.507, -1.588], [4.577, 2.319, -2.327], [4.998, 1.326, -1.752], [4.610, 2.371, -3.879], [4.276, 3.486, -0.534], [2.930, 3.329, -1.696], [4.211, 4.477, -2.039], [3.820, 1.806, -4.375], [5.591, 1.960, -4.116], [4.710, 3.383, -4.272]]}